Density functional theory data (wB97M-V/def2-TZVPD) for the molecule C3H6N2S.

```
12
Properties=species:S:1:pos:R:3:forces:R:3
C 0.6803 1.4048 -0.0045 0.643 -0.971 1.200
N 1.6083 0.4799 -0.0097 -2.019 5.390 -0.630
C 1.3223 -0.8485 -0.2111 4.250 -1.970 -1.498
C 0.1523 -1.3475 0.3636 -4.836 -0.557 1.543
S -1.3903 -0.3667 -0.1439 0.978 0.258 -0.223
N -0.8069 1.2903 -0.0448 1.475 0.964 3.572
H 1.0134 2.4658 0.2473 -0.578 -1.435 -0.577
H 2.2263 -1.3608 0.1840 -0.530 -0.241 0.580
H 1.5203 -1.1572 -1.2139 -0.541 0.239 -1.392
H -0.1838 -2.3889 0.1864 0.617 0.562 0.064
H 0.2187 -1.1234 1.4081 -0.162 -0.470 0.927
H -1.0889 1.7873 0.9838 0.703 -1.770 -3.566
```
Forces are in eV/Å.

Its SMILES is C1=NCCSN1. The energy above the lowest of the compared OMol25 structures with the same formula, charge and spin is 249.3 kJ/mol. The calculation puts the electronic energy at -17021.4572 eV. The value obtained for the largest force on an atom is 5.8 eV/A.

=====

Density functional theory data (wB97M-V/def2-TZVPD) for a cluster of 10 separate species, C39H68O13 in total.

```
120
Properties=species:S:1:pos:R:3:forces:R:3
O 32.4850 45.8950 41.2920 0.591 -0.123 0.085
C 32.0850 44.7570 41.1270 0.523 0.253 -0.425
C 32.9610 43.5850 40.8730 -1.242 -4.424 -1.123
C 32.3880 42.2040 40.5670 -1.443 12.363 2.249
C 30.9240 42.0620 40.4970 2.997 -3.590 0.902
O 30.5860 40.8830 40.3450 -1.371 1.465 -0.236
C 30.1310 43.1960 40.8340 -2.745 4.480 0.476
C 30.6620 44.5290 41.0800 -5.789 -2.995 -1.397
H 34.0720 43.8090 40.8520 -1.411 -0.567 0.185
H 33.1630 41.6690 40.4410 4.492 -5.309 -1.280
H 28.9520 42.9370 40.8060 2.920 1.065 0.072
H 29.8450 45.4480 41.0620 2.595 -2.457 0.520
O 28.9950 50.0460 36.2160 -0.729 0.274 2.155
C 28.4880 50.4410 37.2710 -0.024 1.430 -0.995
C 29.2970 50.9700 38.4640 -2.261 0.482 1.473
C 28.6190 51.6130 39.5450 10.807 -2.582 -1.902
C 27.2770 51.8060 39.6070 -2.265 1.985 1.044
O 26.8250 52.4880 40.5150 -0.876 0.026 0.550
C 26.4510 51.3450 38.5370 -0.681 -2.580 -4.990
C 26.9750 50.7120 37.3530 0.445 1.120 5.254
H 30.4000 50.8280 38.4110 -1.116 0.281 0.240
H 29.5270 51.9300 40.3150 -3.347 -0.332 -1.383
H 25.3610 51.5060 38.6790 0.884 -0.204 -0.255
H 26.3910 50.1490 36.6790 -0.828 0.066 -0.946
O 35.6840 55.6560 37.8480 0.525 -1.230 -0.910
C 36.1300 54.5980 38.2660 1.346 0.827 -0.951
C 36.2760 54.4360 39.7150 0.893 -5.714 3.531
C 36.6950 53.0140 40.2250 -2.156 8.252 -2.663
C 37.1590 51.9970 39.2510 -0.681 -0.816 1.606
O 37.3830 50.8780 39.6420 0.589 -1.293 0.885
C 37.2150 52.2300 37.8470 -1.217 6.720 -2.406
C 36.7700 53.5150 37.3550 0.579 -4.521 0.446
H 35.8900 55.2880 40.4550 1.261 -2.447 -1.763
H 36.5700 53.0270 41.2950 0.514 -1.216 0.163
H 37.7440 51.6280 37.1300 -0.150 -0.691 0.307
H 36.8460 53.4690 36.2270 -0.450 1.339 1.408
C 31.9460 52.5780 37.0770 1.139 0.856 0.142
C 32.2230 53.8820 37.8640 2.468 -1.653 -0.641
C 32.2000 55.1320 37.0860 3.112 2.660 -0.622
O 31.3780 53.9140 38.9470 -4.499 1.454 -0.291
H 30.8640 52.6940 36.9280 0.399 -0.915 -0.966
H 32.2680 51.6290 37.5030 -0.805 0.078 1.451
H 32.6650 52.4360 36.2700 -0.801 0.977 -1.239
H 33.2380 53.9340 38.2700 0.184 -0.871 0.386
H 32.8750 55.3860 36.1910 -0.051 -1.415 1.402
H 32.4030 56.0150 37.7400 -0.678 -0.883 -0.482
H 31.3360 55.2920 36.6120 -4.133 0.555 -1.473
H 30.4360 54.2610 38.5960 3.071 -1.106 1.302
C 30.3070 53.6220 43.1910 0.230 3.109 -1.788
C 29.1310 52.7680 43.5480 2.694 -2.748 -3.150
C 29.0420 52.3110 44.9180 4.749 -1.561 -0.940
O 28.0240 53.3410 43.0970 -4.661 1.996 -1.399
H 30.2330 54.7520 43.4470 -0.005 -1.860 0.695
H 30.4800 53.8670 42.0680 -1.312 -1.537 1.703
H 31.2030 53.1710 43.5170 1.329 -0.154 0.615
H 29.2490 51.8290 42.9760 0.472 -0.048 -0.170
H 28.9060 53.0890 45.4580 -0.992 5.606 4.058
H 29.9420 51.8530 45.3740 -0.157 0.011 -0.836
H 28.2790 51.7360 45.1260 -4.041 -3.357 0.473
H 27.6830 53.0580 42.2080 0.782 0.103 1.182
C 28.1390 48.3670 44.6690 1.743 -1.919 0.894
C 29.6100 48.5010 44.1490 2.093 -0.556 0.128
C 30.4260 47.1560 44.1310 -0.459 -1.388 2.627
O 29.7880 49.1160 42.8530 -8.041 -0.913 2.004
H 28.3280 48.1450 45.7930 -0.910 0.731 -1.762
H 27.4410 47.5770 44.2810 1.290 0.151 -0.008
H 27.6160 49.2430 44.4290 -0.588 1.648 0.383
H 30.1780 49.1430 44.8570 -0.745 -0.045 -0.065
H 30.4110 46.5070 45.1180 -0.126 1.920 -0.970
H 31.5630 47.2440 43.9880 -1.995 -0.105 -0.771
H 29.7680 46.4460 43.6110 1.098 0.086 -1.219
H 30.6260 49.1960 42.6300 6.670 0.425 -1.291
C 36.8780 47.2880 39.3150 -1.257 -2.483 -0.233
C 37.3690 45.7810 39.4350 1.125 1.508 -1.472
C 38.4560 45.5770 40.5890 -3.894 -0.831 0.286
O 36.3110 44.9150 39.5870 -2.769 -1.650 1.408
H 37.7040 47.9040 39.0110 0.344 0.709 0.749
H 36.3350 47.4020 40.2950 0.750 0.909 -1.057
H 36.1430 47.3890 38.4400 0.718 -0.348 1.311
H 37.7010 45.4400 38.4330 1.323 0.758 0.444
H 38.0720 45.7910 41.6110 -0.343 0.610 -0.735
H 39.3040 46.1430 40.4620 1.991 1.193 -0.632
H 38.6570 44.5420 40.7580 0.549 -0.905 -0.695
H 35.5570 44.9910 38.9510 1.456 0.474 0.616
C 32.6870 54.7550 41.1830 -1.875 2.426 4.157
C 32.9960 56.3680 40.9170 -1.381 -3.638 -2.848
C 33.8540 56.4850 39.5950 -3.982 5.582 2.477
O 31.7820 57.0760 40.7380 -0.173 0.353 0.795
H 33.0270 54.1230 40.4680 1.700 -1.561 -1.939
H 31.6290 54.2730 41.4090 2.129 2.370 -1.250
H 33.0940 54.5870 42.2050 0.581 -0.397 -0.717
H 33.4650 56.7590 41.7790 1.041 0.356 0.771
H 34.8200 56.2740 39.7290 3.447 0.557 1.149
H 33.6500 57.6240 39.2040 0.934 -2.768 0.800
H 33.7100 55.8470 38.8220 -1.609 -1.833 -1.764
H 31.4420 57.1480 41.6500 -0.251 0.107 -0.805
C 38.8340 49.5570 42.6290 0.852 1.317 1.286
C 37.5050 49.5760 43.2690 -1.427 3.795 -4.229
C 36.8720 48.3210 43.5720 0.652 -2.442 0.122
O 37.5400 50.4250 44.3260 1.751 1.261 3.361
H 39.2980 48.9450 43.3710 2.121 -0.103 0.349
H 39.1670 50.6140 42.4580 0.140 -0.917 0.944
H 38.9790 49.1540 41.6920 -0.363 -1.513 -2.023
H 36.9600 50.2440 42.4710 -0.347 -1.675 1.173
H 37.2950 47.7940 44.4950 -0.259 0.638 -1.357
H 37.0250 47.7500 42.6430 -0.412 -0.619 0.561
H 35.8460 48.4930 43.7460 -1.310 -0.097 0.255
H 38.4050 50.2640 44.8060 -1.453 0.377 -0.511
C 33.0740 51.4990 41.1760 3.891 -0.374 -2.156
C 32.9660 50.0340 40.9770 2.075 -2.177 1.287
C 34.2850 49.3680 40.5870 2.955 1.313 -1.634
O 32.5960 49.3450 42.1480 -3.238 4.540 1.683
H 33.2340 51.9560 40.1640 -0.289 -0.321 0.674
H 34.0490 51.7070 41.6950 -1.045 -0.038 0.001
H 32.2880 51.9700 41.6030 -2.527 1.292 1.570
H 32.2930 49.7080 40.2470 -1.471 0.224 -1.491
H 34.1120 48.6860 39.7190 0.340 -0.116 1.138
H 35.0490 48.9590 41.4110 -2.276 0.712 -1.548
H 34.9130 50.1900 40.0920 -0.525 -1.070 0.550
H 32.9470 48.5280 42.2070 1.909 -4.172 -0.112
```
Forces are in eV/Å.

Its SMILES is O=C1C=CC(=O)C=C1.O=C1C=CC(=O)C=C1.O=C1C=CC(=O)C=C1.CC(C)O.CC(C)O.CC(C)O.CC(C)O.CC(C)O.CC(C)O.CC(C)O. The energy above the lowest of the compared OMol25 structures with the same formula, charge and spin is 0.0 kJ/mol. The calculation puts the electronic energy at -68142.8627 eV. The value obtained for the largest force on an atom is 12.6 eV/A.

=====

> Which value of electronic energy does entry 2 give?

-68142.8627 eV

=====

Copy entry 1 word for word.
Density functional theory data (wB97M-V/def2-TZVPD) for the molecule C3H6N2S.

```
12
Properties=species:S:1:pos:R:3:forces:R:3
C 0.6803 1.4048 -0.0045 0.643 -0.971 1.200
N 1.6083 0.4799 -0.0097 -2.019 5.390 -0.630
C 1.3223 -0.8485 -0.2111 4.250 -1.970 -1.498
C 0.1523 -1.3475 0.3636 -4.836 -0.557 1.543
S -1.3903 -0.3667 -0.1439 0.978 0.258 -0.223
N -0.8069 1.2903 -0.0448 1.475 0.964 3.572
H 1.0134 2.4658 0.2473 -0.578 -1.435 -0.577
H 2.2263 -1.3608 0.1840 -0.530 -0.241 0.580
H 1.5203 -1.1572 -1.2139 -0.541 0.239 -1.392
H -0.1838 -2.3889 0.1864 0.617 0.562 0.064
H 0.2187 -1.1234 1.4081 -0.162 -0.470 0.927
H -1.0889 1.7873 0.9838 0.703 -1.770 -3.566
```
Forces are in eV/Å.

Its SMILES is C1=NCCSN1. The energy above the lowest of the compared OMol25 structures with the same formula, charge and spin is 249.3 kJ/mol. The calculation puts the electronic energy at -17021.4572 eV. The value obtained for the largest force on an atom is 5.8 eV/A.

=====

> Which of these has the lowest energy above the lowest of the compared OMol25 structures with the same formula, charge and spin?

C39H68O13

=====

> energy above the lowest of the compared OMol25 structures with the same formula, charge and spin of number 1 (C3H6N2S)?

249.3 kJ/mol